[1]
{
  "formula": "C4H5NO2S",
  "method": "wB97M-V/def2-TZVPD",
  "mol_weight_g_mol": 131.2,
  "homo_lumo_gap_ha": 0.3479,
  "relative_energy_ev": 3.1664,
  "homo_ev": -9.68,
  "elements": ["C", "C", "C", "C", "H", "H", "H", "H", "H", "N", "O", "O", "S"],
  "coordinates": [[0.3692, -0.0258, 0.0054], [-0.6982, -1.0388, 0.0016], [-2.0216, -0.8381, -0.0049], [1.7747, -0.5796, -0.0033], [-0.8719, 2.7140, -0.0146], [-0.3271, -2.0646, -0.0017], [-2.4725, 0.1364, 0.0210], [-2.6795, -1.6996, -0.0118], [2.4623, 1.6509, 0.0047], [0.2966, 1.2591, 0.0036], [-0.9746, 1.7473, -0.0006], [1.9634, -1.7735, 0.0021], [3.1793, 0.5124, -0.0015]],
  "forces_ev_per_a": [[-0.2, 0.5, 0.0], [-0.3, -0.1, 0.0], [0.4, -0.1, 0.1], [0.3, -0.4, 0.1], [0.1, -0.4, 0.0], [0.0, 0.3, 0.0], [-0.1, 0.1, -0.1], [0.0, 0.0, 0.0], [0.1, -0.1, 0.0], [0.2, -0.6, 0.0], [-0.3, 0.4, 0.0], [-0.1, 0.4, 0.0], [-0.3, 0.0, 0.0]]
}

***

[2]
{
  "formula": "C22H40Br3Cl3Cs2F2MgNO14P2",
  "method": "wB97M-V/def2-TZVPD",
  "charge": 1,
  "mol_weight_g_mol": 1278.7,
  "homo_lumo_gap_ha": 0.0321,
  "homo_ev": -7.00,
  "elements": ["C", "C", "C", "O", "C", "C", "P", "O", "O", "C", "O", "C", "N", "C", "C", "C", "C", "C", "F", "C", "O", "H", "H", "H", "H", "H", "H", "H", "H", "H", "H", "H", "H", "H", "H", "H", "H", "H", "H", "H", "C", "Cl", "Cl", "Cl", "H", "Cs", "C", "Br", "Br", "Br", "H", "F", "Mg", "C", "O", "O", "O", "O", "H", "H", "Cs", "C", "O", "P", "O", "O", "C", "O", "C", "H", "H", "H", "H", "H", "H", "H", "H", "H", "C", "C", "C", "O", "H", "H", "H", "H", "H", "H", "H", "H"],
  "coordinates": [[-3.7390, 0.5069, -2.9178], [-2.2773, 0.3039, -3.3606], [-1.6527, -1.0220, -2.8253], [-1.4254, -1.0860, -1.4044], [-0.8127, 0.0119, -0.9030], [0.4330, 0.3910, -1.1727], [1.4863, -0.5313, -2.3389], [3.0976, -0.2680, -2.0509], [1.2807, -2.1200, -2.0525], [1.0115, 1.6049, -0.5395], [2.0568, 2.0674, -0.9645], [0.3216, 2.2335, 0.6337], [1.0397, 3.2296, 1.3356], [0.8812, 4.5140, 0.5649], [-0.4681, 5.1777, 0.7680], [-0.9157, 1.8501, 0.9759], [-1.6825, 2.3576, 2.1760], [-0.8827, 2.0768, 3.4753], [-0.6728, 3.2234, 4.2015], [-1.6008, 0.8345, 0.1073], [-2.7787, 0.6042, 0.2242], [-4.1738, -0.4046, -2.5103], [-4.3106, 0.7221, -3.8289], [-3.8649, 1.3632, -2.2648], [-1.6623, 1.1866, -3.1877], [-2.3435, 0.2081, -4.4764], [-0.7373, -1.2717, -3.4504], [-2.4186, -1.8656, -3.0654], [3.4387, 0.5048, -2.5351], [1.4132, -2.2607, -1.1006], [2.0162, 2.9733, 1.2031], [0.9976, 4.3358, -0.5106], [1.7079, 5.1576, 0.8588], [-0.5185, 6.1271, 0.2421], [-0.6187, 5.3444, 1.8360], [-1.2893, 4.5443, 0.4358], [-1.9828, 3.3976, 2.1093], [-2.5943, 1.7771, 2.2732], [-1.4168, 1.3450, 4.0821], [0.0852, 1.6415, 3.2298], [-5.9724, 3.4296, -3.5801], [-6.7879, 2.7630, -2.1766], [-4.3178, 3.9531, -3.2354], [-5.9349, 2.2077, -4.8618], [-6.5297, 4.2870, -3.9314], [3.0304, 1.0617, -4.4471], [-6.1358, 2.1958, 2.4061], [-5.1722, 3.4742, 1.2548], [-7.1365, 0.9315, 1.3662], [-4.9497, 1.2974, 3.6816], [-6.8595, 2.7678, 2.9933], [-5.5156, 4.4528, -0.7436], [-5.0922, 4.1012, 3.7951], [2.6852, -2.4613, -9.1567], [2.0192, -3.4105, -9.5769], [3.9173, -2.2960, -9.3891], [2.2215, -1.5308, -8.4268], [-5.5657, -1.6851, -1.1358], [-5.0324, -1.9415, -0.3764], [-5.9313, -0.8289, -0.8800], [-1.8199, -2.9790, -3.9586], [3.9311, -7.1013, 2.5237], [4.3823, -6.7088, 1.2082], [3.3986, -7.1124, -0.0762], [4.1620, -8.2156, -0.7066], [3.5937, -5.6908, -0.8443], [4.5754, -4.7239, -0.4884], [1.9022, -7.2704, -0.7925], [0.8735, -7.7654, 0.0921], [4.6810, -6.7888, 3.2449], [2.9857, -6.6134, 2.7686], [3.8164, -8.1857, 2.5777], [5.5806, -5.1207, -0.6253], [4.4402, -4.3854, 0.5371], [4.4458, -3.8673, -1.1505], [0.7191, -7.0829, 0.9317], [1.1399, -8.7545, 0.4720], [-0.0522, -7.8411, -0.4719], [2.6020, 3.1901, 4.7275], [3.9514, 2.6464, 4.2834], [4.6158, 1.8431, 5.3913], [4.8026, 3.7235, 3.8942], [2.7213, 3.8607, 5.5822], [2.1276, 3.7686, 3.9345], [1.9282, 2.3788, 5.0083], [3.8206, 2.0148, 3.4009], [4.7965, 2.4721, 6.2663], [5.5845, 1.4656, 5.0622], [3.9967, 0.9972, 5.6944], [4.9300, 4.2914, 4.6612]],
  "forces_ev_per_a": [[0.1, -0.1, -0.8], [-0.3, -0.8, -0.6], [-1.6, 5.5, 2.3], [-0.1, 0.4, -0.8], [0.0, 0.6, 0.9], [1.4, -0.7, 0.5], [-0.4, 0.1, -1.9], [-0.4, -0.5, 1.1], [0.4, 1.1, 1.0], [-0.2, 0.2, 0.2], [-0.1, -0.1, -0.2], [0.2, -0.2, 0.4], [-0.1, 0.1, -1.2], [-0.1, 0.2, -0.2], [0.2, -0.2, 0.8], [-0.4, -0.1, -0.5], [0.4, -1.0, 0.4], [0.1, -0.1, -0.6], [-0.1, 0.1, 0.1], [-0.6, -0.1, 0.3], [0.0, -0.2, 0.0], [0.1, 0.1, 0.4], [0.1, 0.1, 0.5], [-0.1, -0.2, 0.3], [0.2, -0.1, 0.1], [0.6, -0.1, 0.7], [-0.3, 1.5, 1.7], [-1.1, 9.5, 6.6], [-0.1, -1.1, 2.5], [-0.1, -0.7, 0.0], [0.1, 0.2, 0.3], [0.2, -0.1, 0.0], [-0.1, 0.1, 0.2], [0.0, 0.0, -0.1], [0.0, 0.2, 0.0], [0.0, 0.0, -0.3], [0.2, 0.1, 0.0], [-0.2, 0.1, -0.4], [-0.1, 0.2, 0.2], [0.2, 0.1, 0.1], [0.1, -0.1, 0.5], [-0.3, -0.4, -0.5], [0.0, 0.1, -0.2], [-0.3, 0.1, -0.6], [0.0, 0.0, 0.0], [0.2, 1.5, -3.5], [0.4, -0.1, 0.0], [-1.2, -0.5, -1.0], [0.1, 0.1, 0.0], [-0.1, -0.7, 0.3], [-0.1, -0.2, 0.1], [0.9, 0.9, 0.4], [0.3, 1.0, 0.8], [0.4, 0.5, 0.2], [0.0, 0.0, 0.0], [-0.2, -0.3, -0.1], [-0.3, -0.1, 0.2], [0.1, -0.1, 0.0], [-0.1, 0.0, 0.1], [0.0, 0.0, -0.1], [2.2, -15.8, -10.4], [0.2, -0.1, 0.1], [-3.1, -0.2, 0.9], [4.2, 0.3, -5.4], [-0.7, -0.2, 1.0], [-0.4, 0.2, 0.6], [0.1, 0.0, -0.1], [-0.2, 0.4, 3.2], [-0.1, -0.2, -0.1], [0.1, 0.0, -0.1], [0.0, 0.0, 0.1], [0.0, 0.0, 0.0], [0.0, 0.0, 0.1], [0.1, 0.0, 0.0], [-0.1, -0.1, -0.1], [-0.1, 0.0, 0.0], [-0.1, 0.0, 0.0], [0.1, 0.0, -0.1], [-0.1, 0.0, -0.2], [0.0, 0.3, 0.7], [0.1, -0.2, -0.1], [0.0, -0.2, -0.4], [0.0, -0.1, 0.1], [0.0, -0.1, 0.0], [0.0, 0.0, 0.1], [0.1, 0.1, -0.1], [-0.1, 0.0, 0.0], [0.0, 0.0, 0.0], [0.0, 0.0, 0.0], [0.0, 0.0, 0.0]]
}

***

[3]
{
  "formula": "C3HF3",
  "method": "wB97M-V/def2-TZVPD",
  "mol_weight_g_mol": 94.0,
  "homo_lumo_gap_ha": [0.3624, 0.2901],
  "relative_energy_ev": 6.4419,
  "homo_ev": [-10.38, -9.02],
  "elements": ["C", "C", "C", "F", "F", "F", "H"],
  "coordinates": [[-2.3809, -1.3832, -0.3859], [0.2382, -0.0904, 0.1181], [1.2633, 0.5407, -0.4248], [-2.5941, -0.4496, 0.5257], [-0.1493, -0.3414, 1.3529], [2.2215, 1.2518, 0.3367], [1.4012, 0.4721, -1.5226]],
  "forces_ev_per_a": [[0.0, 1.9, 1.6], [0.2, -0.2, 0.3], [0.5, 0.2, 0.5], [0.0, -1.7, -1.6], [0.6, 0.5, -0.5], [-1.4, -1.1, -1.3], [0.2, 0.5, 1.1]]
}

***

[4]
{
  "formula": "C7H15F3NO5SSn",
  "method": "wB97M-V/def2-TZVPD",
  "multiplicity": 2,
  "mol_weight_g_mol": 401.0,
  "homo_lumo_gap_ha": [0.2235, 0.2819],
  "homo_ev": [-7.52, -9.00],
  "elements": ["Sn", "C", "F", "F", "F", "S", "O", "O", "O", "C", "O", "C", "C", "N", "C", "C", "O", "C", "H", "H", "H", "H", "H", "H", "H", "H", "H", "H", "H", "H", "H", "H", "H"],
  "coordinates": [[-6.5650, 26.8777, 8.9509], [-1.8113, 28.9856, 7.1920], [-0.7421, 28.9264, 6.3096], [-1.2697, 29.2611, 8.3816], [-2.7143, 29.9096, 6.8589], [-2.6274, 27.2208, 7.3241], [-3.1251, 26.8030, 6.0169], [-1.5149, 26.3868, 7.7841], [-3.6974, 27.2788, 8.2735], [-8.4189, 23.6931, 7.5981], [-7.5391, 24.7183, 7.1574], [-7.8732, 25.2954, 5.8481], [-6.6251, 25.9264, 5.1292], [-6.1370, 27.1234, 5.8065], [-6.7862, 28.3176, 5.4128], [-6.2095, 29.6271, 6.0667], [-6.7308, 29.8136, 7.3444], [-6.5186, 31.1116, 7.8352], [-9.4481, 24.0515, 7.5770], [-8.0639, 23.1947, 8.5001], [-8.2962, 22.9028, 6.8574], [-8.6226, 26.0751, 5.9842], [-8.2391, 24.5701, 5.1214], [-6.7704, 26.0605, 4.0573], [-5.8139, 25.2019, 5.2008], [-5.1344, 27.1821, 5.6997], [-7.8552, 28.2550, 5.6165], [-6.6717, 28.3853, 4.3309], [-6.4534, 30.5037, 5.4666], [-5.1202, 29.6238, 6.0271], [-5.4477, 31.2481, 7.9858], [-6.8612, 31.0996, 8.8699], [-6.8473, 31.9288, 7.1930]],
  "forces_ev_per_a": [[0.8, -0.3, -1.5], [0.9, -2.3, -0.1], [-2.0, 0.5, 0.8], [-0.5, 0.4, -0.3], [0.6, 0.1, -0.2], [2.7, -2.7, -1.2], [0.1, 1.2, -0.3], [-0.8, 1.5, -0.4], [-2.1, 1.3, 1.8], [0.4, -0.5, -1.6], [0.5, 1.4, -0.5], [1.0, 0.5, -0.4], [0.2, -0.8, 1.9], [0.0, -1.2, 1.6], [0.1, 1.9, -0.2], [-0.3, -0.9, -1.3], [-0.5, -0.4, 0.2], [1.4, -0.4, 1.1], [-0.1, -0.2, 0.5], [-0.1, 0.8, 0.4], [-0.5, -0.3, -0.2], [-0.2, -0.1, 0.1], [-0.3, -0.5, 0.5], [-0.6, 0.2, -0.1], [0.0, -0.2, 0.1], [0.5, 0.0, 0.2], [-0.1, 0.1, 0.1], [-0.1, 0.6, -0.4], [-0.5, 0.0, -0.4], [0.3, -0.4, 0.4], [0.4, 0.2, -0.3], [-0.7, 0.4, -0.3], [-0.6, -0.1, 0.0]]
}